Record 1
2 unconnected molecules or ions with the total composition C24H46FN4O8S. Source: the Open Molecules 2025 dataset; level of theory: the ωB97M-V functional and the def2-TZVPD basis.

charge = -1
LUMO energy = 1.86 eV
spin multiplicity = 1
E_tot = -2260.87153 Ha

Each line ends with the Löwdin charge.
Element x y z (Å)
1 C 2.53274 -3.35634 0.65505  -0.106
2 C 2.28476 -2.25245 -0.51941  -0.217
3 C 0.77508 -1.86797 -0.76584  -0.151
4 C 0.13929 -0.60342 -0.00040  -0.200
5 C 0.01657 -1.08602 1.50371  -0.225
6 F -0.79859 -2.26096 1.73216  -0.047
7 C -0.35249 -0.04425 2.63668  -0.169
8 C 0.43853 -0.37214 4.02294  -0.084
9 C 1.12087 0.69905 0.00639  -0.223
10 C 2.37124 0.68215 0.95459  -0.101
11 C 3.68688 1.43474 0.45044  -0.312
12 O 4.79846 0.84941 1.20765  -0.077
13 C 3.69700 3.00977 0.85652  -0.210
14 N 2.33251 3.59864 0.91141  -0.023
15 S 1.35451 1.23372 -1.74371  0.786
16 O 2.06218 2.56712 -1.89054  -0.329
17 O 2.07745 0.27107 -2.62431  -0.288
18 O -0.20850 1.59551 -2.19909  -0.247
19 C -1.08992 0.41028 -2.16163  -0.215
20 C -2.32319 0.80947 -3.05706  -0.065
21 C -3.65241 1.39891 -2.51700  -0.321
22 O -3.75624 2.83078 -2.86669  -0.096
23 C -4.86630 0.71430 -3.36224  -0.233
24 N -6.19893 0.91871 -2.73646  -0.012
25 C -1.31614 -0.22033 -0.70562  -0.245
26 N -2.21473 0.48477 0.19766  0.127
27 C -2.19352 1.70100 0.55424  -0.300
28 C -1.71814 3.07590 -0.06989  -0.026
29 C -2.93021 1.97223 1.98467  -0.049
30 N -2.05392 -1.55258 -0.76385  -0.052
31 C -2.17184 -2.25161 -2.03211  -0.108
32 C -3.40126 -1.47812 -0.18610  -0.363
33 C -3.78095 -1.98942 1.29702  -0.010
34 O -4.43713 -1.11756 -0.81780  0.014
35 H 2.88302 -2.77126 1.57627  0.059
36 H 3.34777 -4.08495 0.35960  0.071
37 H 1.55546 -3.86198 0.96551  0.073
38 H 2.60960 -2.85319 -1.45250  0.116
39 H 3.04594 -1.41151 -0.49264  0.099
40 H 0.66211 -1.80195 -1.90808  0.096
41 H 0.15765 -2.79918 -0.49199  0.124
42 H 1.05219 -1.47824 1.81942  0.125
43 H -1.45813 -0.20960 2.89679  0.090
44 H -0.15437 1.04544 2.40846  0.094
45 H 1.07194 0.54523 4.27148  0.071
46 H 1.04428 -1.32987 3.95253  0.088
47 H -0.29586 -0.49265 4.89037  0.072
48 H 0.45206 1.53754 0.42743  0.101
49 H 2.75208 -0.34763 1.29202  0.128
50 H 2.10026 1.19949 1.94728  0.121
51 H 3.93300 1.27271 -0.64470  0.138
52 H 5.52448 1.50665 1.18024  0.090
53 H 4.38810 3.54957 0.11852  0.128
54 H 4.21878 3.06446 1.88323  0.121
55 H 1.86956 3.36315 1.80357  0.067
56 H 2.36372 4.62303 0.80145  0.077
57 H -0.48526 -0.30433 -2.83639  0.139
58 H -1.92593 1.55532 -3.84290  0.156
59 H -2.57645 -0.10643 -3.70727  0.119
60 H -3.96143 1.29850 -1.44370  0.120
61 H -4.65322 3.06049 -2.53139  0.085
62 H -4.82134 1.00485 -4.45880  0.128
63 H -4.66012 -0.41676 -3.32115  0.090
64 H -6.82149 1.44207 -3.36062  0.062
65 H -6.14178 1.33476 -1.80280  0.062
66 H -1.84430 3.15787 -1.20197  0.079
67 H -2.28474 3.98187 0.35402  0.092
68 H -0.60915 3.32085 0.12350  0.084
69 H -2.25744 2.62180 2.64840  0.089
70 H -3.86754 2.58676 1.77523  0.077
71 H -3.24675 1.00502 2.47851  0.063
72 H -1.25773 -2.29987 -2.71057  0.097
73 H -3.03467 -1.94696 -2.73241  0.082
74 H -2.40240 -3.35983 -1.80157  0.116
75 H -3.62104 -3.12179 1.39575  0.091
76 H -4.85822 -1.76765 1.56273  0.078
77 H -3.11651 -1.43577 2.04936  0.053
78 C 6.59605 -2.60287 0.52422  -0.058
79 C 6.22813 -3.09925 1.92317  -0.794
80 O 5.09935 -3.64568 2.02443  -0.118
81 O 7.10119 -2.89907 2.80172  -0.112
82 H 5.79659 -2.80609 -0.19358  0.045
83 H 6.77351 -1.52444 0.54820  0.049
84 H 7.50539 -3.10301 0.18024  0.055



Record 2
A molecular structure, C30H27F3IrN4O6Si. Source: the Open Molecules 2025 dataset; level of theory: the ωB97M-V functional and the def2-TZVPD basis.

energy relative to the best compared isomer or geometry (same formula, charge and spin) = 28.5 kcal/mol
expectation value of S² = 0.76
charge = 0
LUMO energy (spin up / spin down) = -1.74 / -3.46 eV
spin multiplicity = 2
E_tot = -2523.34642 Ha

Each line ends with the Mulliken spin population.
Element x y z (Å)
1 Ir -0.13298 -0.37422 -0.25640  0.006
2 O 0.63604 -5.55450 5.83733  0.000
3 C 1.15826 -4.37833 5.42318  0.001
4 O 1.92012 -3.77880 6.12255  0.000
5 C 0.74436 -3.89290 4.06423  -0.002
6 C 1.54594 -2.93156 3.45607  0.001
7 C 1.22771 -2.43316 2.20571  0.000
8 C 0.09598 -2.90612 1.55353  0.001
9 C -0.73240 -3.84145 2.16376  0.000
10 C -0.40388 -4.33445 3.41553  0.000
11 N -0.22312 -2.38490 0.26773  0.000
12 C -0.70569 -3.15437 -0.63493  -0.002
13 C -1.00094 -2.56031 -1.92587  0.000
14 C -1.39117 -3.28765 -3.03774  -0.001
15 C -1.55137 -2.62599 -4.24302  -0.001
16 C -1.30213 -1.26475 -4.29850  0.001
17 C -0.92573 -0.59556 -3.14742  -0.001
18 N -0.80375 -1.22660 -1.98054  -0.002
19 H 0.13895 -5.97707 5.12811  0.000
20 H 2.41919 -2.57470 3.98453  0.000
21 H 1.84341 -1.67769 1.74081  0.000
22 H -1.65687 -4.14898 1.69150  0.000
23 H -1.08908 -5.02725 3.89033  0.000
24 H -0.83620 -4.21925 -0.46934  0.000
25 H -1.54320 -4.35539 -2.95712  0.000
26 H -1.84865 -3.16829 -5.13004  0.000
27 H -1.39494 -0.71408 -5.22352  0.000
28 H -0.71293 0.46455 -3.11623  0.000
29 O -3.72062 -0.27570 6.08708  0.563
30 C -4.10596 0.13662 4.97174  -0.065
31 O -5.18783 0.74795 5.02011  0.487
32 C -3.31153 -0.02907 3.72938  0.000
33 C -3.80487 -0.80656 2.68886  0.003
34 C -3.03574 -0.92333 1.54809  -0.004
35 N -1.85224 -0.32887 1.40109  0.009
36 C -1.36675 0.38548 2.42059  0.000
37 C -2.07048 0.57260 3.60140  0.001
38 C 0.05728 0.92176 2.33663  0.002
39 O 0.44471 1.68054 3.19870  0.000
40 O 0.76247 0.42332 1.37828  0.000
41 H -4.76537 -1.29762 2.76058  -0.001
42 H -3.39343 -1.50976 0.71090  -0.001
43 H -1.62497 1.16777 4.38635  0.000
44 C -3.26811 2.49296 0.53868  0.002
45 Si -2.38291 1.85238 -1.00683  0.000
46 C -3.38445 0.32877 -1.51939  0.000
47 C -2.69681 3.01035 -2.46918  0.000
48 N -0.65927 1.59423 -0.76267  0.005
49 C 0.08158 2.78869 -0.69014  -0.001
50 C -0.54369 4.04562 -0.53069  -0.003
51 C 0.13376 5.25252 -0.47774  0.001
52 C 1.51368 5.28919 -0.55884  0.000
53 C 2.17809 4.08393 -0.68973  0.000
54 C 1.47854 2.89718 -0.74849  0.002
55 F 2.23579 1.78996 -0.89091  0.000
56 H -4.11327 3.12766 0.25663  0.000
57 H -2.60903 3.08275 1.17735  0.000
58 H -3.66420 1.67831 1.14661  -0.001
59 H -4.42491 0.56566 -1.27328  0.000
60 H -3.13581 -0.61689 -1.04386  0.000
61 H -3.34493 0.18085 -2.59883  0.000
62 H -3.63084 2.71475 -2.95610  0.000
63 H -1.89544 2.93076 -3.20816  0.000
64 H -2.78660 4.06333 -2.20669  0.000
65 H -1.61356 4.09809 -0.41343  -0.001
66 H -0.43546 6.16493 -0.35256  0.000
67 H 2.05995 6.22101 -0.51275  0.000
68 H 3.25733 4.02831 -0.74960  0.000
69 F 1.73496 -0.30879 -2.46354  0.000
70 C 1.65703 -0.67675 -1.14275  0.000
71 F 1.97344 -2.03670 -1.16440  0.000
72 H 2.45648 -0.18388 -0.60028  0.000



Record 3
A gas-phase ion, CH3Cl3N2P (charge +1). Source: the Open Molecules 2025 dataset; level of theory: the ωB97M-V functional and the def2-TZVPD basis.

energy relative to the best compared isomer or geometry (same formula, charge and spin) = 47.1 kcal/mol
charge = +1
LUMO energy = -5.69 eV
spin multiplicity = 1
E_tot = -1870.99963 Ha

Each line ends with the Löwdin charge.
Element x y z (Å)
1 C -2.13625 -0.03252 0.82238  -0.072
2 N -1.09017 -0.54736 0.39964  -0.412
3 N 0.76441 0.70364 -1.58699  -0.175
4 P 1.74660 0.10009 -0.60477  -0.103
5 Cl 2.66300 1.37460 0.50299  0.458
6 Cl 2.76101 -1.62555 -0.50466  0.392
7 Cl 0.25276 -0.48721 1.43259  0.675
8 H -3.02251 -0.45121 0.42162  0.095
9 H 0.32832 0.31923 -2.45648  0.079
10 H -2.26718 0.64630 1.57369  0.062



Record 4
3 unconnected molecules or ions with the total composition C28H51ClN2O7P3. Source: the Open Molecules 2025 dataset; level of theory: the ωB97M-V functional and the def2-TZVPD basis.

charge = -1
LUMO energy = 2.39 eV
spin multiplicity = 1
E_tot = -3217.61379 Ha

Each line ends with the Löwdin charge.
Element x y z (Å)
1 C -3.20504 -0.86509 -2.32445  -0.195
2 C -2.89926 -1.49787 -0.80445  -0.450
3 P -2.11374 -0.41745 0.43841  0.785
4 C -3.08621 0.61724 1.60975  -0.495
5 C -4.28116 -0.32937 2.29969  -0.206
6 P 0.05659 -0.21032 0.45704  0.205
7 Cl -0.30176 1.87310 0.95075  0.379
8 C -0.10742 -0.55675 2.30642  -0.404
9 C 1.00818 -1.31278 3.14661  -0.219
10 O 0.31224 -2.27609 4.07672  -0.165
11 C -0.09237 -1.48146 5.28332  -0.142
12 O 0.58552 -1.61768 6.43932  -0.067
13 C 0.34467 -2.08179 -0.01202  -0.230
14 C 0.97448 -2.31636 -1.50741  -0.359
15 C -0.16077 -2.70361 -2.67002  -0.067
16 O 1.78237 -3.58337 -1.41164  -0.166
17 C 1.95580 -0.01319 0.49055  -0.346
18 P 2.66791 1.46194 1.44507  0.688
19 O 4.23910 1.11047 1.61774  -0.442
20 O 2.71847 2.98433 0.52900  -0.273
21 O 2.10996 1.74542 3.05209  -0.264
22 O -0.12266 0.14125 -1.20957  -0.467
23 C 0.37379 1.30019 -1.81798  -0.315
24 C -0.60372 2.49399 -2.35457  -0.307
25 C -2.19754 2.35212 -2.12191  -0.127
26 C -0.38997 2.82153 -3.97726  -0.167
27 C 0.95088 3.69207 -4.31452  -0.404
28 C 1.03900 5.16509 -3.60031  -0.134
29 C 2.37709 2.91800 -4.04173  -0.123
30 H -3.99700 0.00488 -2.12978  0.073
31 H -2.26488 -0.35441 -2.79439  0.037
32 H -3.70805 -1.63923 -3.04599  0.044
33 H -2.41357 -2.56228 -1.04926  0.058
34 H -3.99578 -1.79272 -0.42415  0.061
35 H -3.68637 1.46065 1.02102  0.067
36 H -2.51515 1.08478 2.53369  0.072
37 H -3.73844 -0.90226 3.19545  0.068
38 H -4.74143 -1.09843 1.52342  0.054
39 H -5.10642 0.33539 2.81192  0.061
40 H -1.12870 -1.15549 2.49456  0.076
41 H -0.31655 0.47497 2.87760  0.055
42 H 1.59693 -0.62076 3.92402  0.126
43 H 1.81711 -1.96639 2.64102  0.116
44 H -0.97913 -0.71044 5.28281  0.160
45 H -0.63514 -2.73876 0.17638  0.097
46 H 1.13796 -2.60714 0.71033  0.088
47 H 1.74924 -1.51818 -1.86527  0.131
48 H -0.89935 -3.52407 -2.28515  0.074
49 H -0.65819 -1.76920 -3.16216  0.067
50 H 0.47743 -3.22219 -3.53588  0.086
51 H 2.64159 -3.27275 -0.96784  0.102
52 H 2.45615 0.09037 -0.59346  0.103
53 H 2.54970 -0.97136 0.89055  0.094
54 H 2.06444 3.59137 1.01949  0.063
55 H 2.68772 2.49495 3.41558  0.091
56 H 0.87017 0.90994 -2.84398  0.116
57 H 1.30459 1.87578 -1.33901  0.095
58 H -0.28086 3.50593 -1.80733  0.122
59 H -2.65638 1.76795 -3.04495  0.074
60 H -2.65594 3.45240 -2.21863  0.087
61 H -2.55372 1.96676 -1.08006  0.042
62 H -0.39693 1.86273 -4.64739  0.119
63 H -1.32307 3.50625 -4.26991  0.117
64 H 0.92255 3.90323 -5.48978  0.128
65 H -0.00931 5.72218 -3.57705  0.085
66 H 1.91606 5.85270 -4.00115  0.084
67 H 1.30068 4.96318 -2.45307  0.076
68 H 2.22852 1.77229 -4.34218  0.082
69 H 3.18798 3.40258 -4.76631  0.085
70 H 2.71934 3.00517 -2.92479  0.079
71 N 7.15036 1.96274 3.90769  0.063
72 C 7.87391 2.34192 4.98382  -0.168
73 C 7.34133 2.50168 6.25307  -0.100
74 C 5.98292 2.26234 6.43174  -0.094
75 C 5.21095 1.87235 5.34221  -0.074
76 C 5.83468 1.73583 4.11248  -0.134
77 H 8.92816 2.51995 4.79275  0.093
78 H 7.97031 2.80577 7.08203  0.091
79 H 5.52951 2.37846 7.41184  0.099
80 H 4.14957 1.67879 5.44839  0.096
81 H 5.27577 1.43015 3.23243  0.052
82 N -4.91047 -3.67340 -2.48394  0.061
83 C -5.94816 -4.04574 -1.70298  -0.142
84 C -6.30810 -5.36465 -1.47696  -0.081
85 C -5.56224 -6.36498 -2.09139  -0.087
86 C -4.48874 -6.01301 -2.90307  -0.077
87 C -4.20387 -4.66678 -3.06562  -0.142
88 H -6.50123 -3.22891 -1.24850  0.104
89 H -7.14980 -5.60601 -0.83778  0.098
90 H -5.81512 -7.41018 -1.93889  0.101
91 H -3.88821 -6.76878 -3.39646  0.100
92 H -3.37376 -4.34146 -3.68642  0.103



Number 1: maximum force 6.3 eV/Å. Number 2: maximum force 0.5 eV/Å. Number 3: maximum force 2.9 eV/Å. Number 4: maximum force 8.7 eV/Å.